Computed, not measured: a cluster of 15 separate species, H30O15 in total in a non-equilibrium geometry, with wB97M-V/def2-TZVPD.

Structure (XYZ):
```
45
Properties=species:S:1:pos:R:3:forces:R:3
O -1.726463 1.926814 -1.005011 0.473 2.825 -0.666
H -1.831959 1.241592 -1.645230 -0.418 -1.316 0.029
H -1.516878 1.622894 -0.139691 -0.325 -1.040 0.546
O 0.900507 -2.817497 -1.868013 1.019 -0.181 -0.189
H 0.219186 -3.054282 -1.239224 -0.196 -0.453 0.135
H 1.676702 -3.402382 -1.716343 -0.978 0.648 0.043
O 2.376160 0.209834 -1.889561 -0.040 1.362 -2.677
H 2.338133 -0.375548 -1.178775 0.254 -1.828 2.053
H 2.352500 1.086271 -1.521330 0.130 0.805 0.224
O -3.314606 0.590029 1.260344 -0.445 -0.141 0.387
H -2.938553 -0.304580 1.289821 0.162 -0.141 -0.028
H -4.237424 0.409975 1.496024 0.236 0.380 -0.148
O -2.089226 -0.532874 -2.115340 0.097 -0.043 0.224
H -1.348662 -0.476030 -2.726882 0.838 0.319 -0.544
H -2.461280 -1.381873 -2.336722 -0.524 -0.638 0.164
O 0.217329 0.346113 -3.406228 -0.963 -1.654 -0.109
H 0.919781 0.419626 -2.744273 0.869 0.065 0.070
H -0.064589 1.185164 -3.707885 -0.061 1.357 -0.349
O 0.936876 2.128529 1.008001 -1.287 -0.669 0.856
H 0.734633 1.559042 1.789697 0.405 0.573 -0.147
H 0.255918 2.813415 1.053651 0.241 0.156 -0.384
O -0.146833 -0.218243 0.228312 -0.968 -2.040 -0.775
H 0.238510 0.636334 0.307142 0.580 1.594 -0.499
H -0.395006 -0.400729 -0.708917 0.120 0.437 0.548
O 0.206099 -1.962773 3.104572 -0.558 1.343 0.308
H 0.203593 -0.977321 2.979661 -0.029 -1.310 0.050
H 1.117141 -2.202461 3.037898 0.903 -0.510 -0.187
O 2.361530 -1.098984 0.374751 -0.345 -0.521 0.550
H 1.381829 -0.988222 0.383416 0.506 -0.182 0.104
H 2.693790 -0.468356 1.016835 0.239 0.175 0.052
O 1.203576 2.733985 -1.775499 0.692 -0.068 0.141
H 0.257918 2.630464 -1.887034 -0.545 0.326 0.081
H 1.500622 3.600535 -2.063387 -0.329 0.015 -0.073
O 0.109677 0.703014 3.165556 -0.213 0.709 1.321
H 0.477580 0.637919 4.065964 0.379 -0.119 -0.417
H -0.685558 1.215978 3.372713 -0.376 -0.151 -0.533
O -2.202196 -3.389682 -1.121829 0.269 0.249 -2.453
H -2.071242 -2.807226 -0.405708 -0.053 0.662 1.874
H -2.418832 -4.254895 -0.829775 -0.256 -0.877 0.739
O 3.445494 2.661731 0.870176 -0.324 -1.190 -1.182
H 3.579024 3.227059 1.607129 -0.004 0.702 0.952
H 2.488845 2.393207 0.845623 1.178 0.779 0.156
O -1.905384 -1.823525 1.451765 -1.503 -0.318 -0.665
H -1.539237 -1.797299 2.321006 0.355 -0.708 1.112
H -1.299027 -1.244740 1.002604 0.794 0.619 -0.694
```
Positions in Å, forces in eV/Å.

For the LUMO energy, the calculation gives -0.62 eV. The total energy comes out at -31200.4147 eV. For the energy relative to the best compared isomer or geometry (same formula, charge and spin), the calculation gives 120.69 kJ/mol. The HOMO energy comes out at -10.696 eV. The max |F| is 3.004 eV/A.